Record 1
Entry from the Open Molecules 2025 dataset: C20H22N2O2 in the gas phase (ωB97M-V with the def2-TZVPD basis set).

```
! RIJCOSX wB97M-V def2-TZVPD def2/J DEFGRID3
* xyz 0 1
O -0.68 -0.20 -0.65
C -1.44 0.66 -0.27
N -1.05 1.94 0.00
C 0.26 2.43 0.04
C 0.47 3.75 -0.36
C 1.73 4.32 -0.28
C 2.78 3.59 0.23
C 2.58 2.28 0.63
C 1.33 1.67 0.51
C 1.11 0.33 1.15
O 0.32 0.24 2.08
N 1.90 -0.70 0.76
C 2.77 -0.71 -0.39
C 2.11 -1.19 -1.70
C 1.25 -2.45 -1.59
C 1.65 -3.45 -0.51
C 1.10 -3.06 0.86
C 1.86 -1.92 1.54
C -2.90 0.42 -0.07
C -3.28 -0.80 0.47
C -4.62 -1.08 0.68
C -5.58 -0.16 0.32
C -5.21 1.05 -0.25
C -3.87 1.34 -0.44
H -1.77 2.61 0.21
H -0.36 4.33 -0.73
H 1.87 5.34 -0.59
H 3.76 4.03 0.32
H 3.39 1.73 1.08
H 3.16 0.29 -0.58
H 3.61 -1.36 -0.15
H 2.93 -1.35 -2.41
H 1.49 -0.39 -2.08
H 0.22 -2.14 -1.40
H 1.26 -2.95 -2.57
H 1.24 -4.43 -0.78
H 2.74 -3.56 -0.47
H 0.06 -2.77 0.75
H 1.14 -3.92 1.53
H 2.89 -2.23 1.74
H 1.37 -1.68 2.48
H -2.51 -1.51 0.75
H -4.91 -2.03 1.12
H -6.63 -0.38 0.48
H -5.96 1.77 -0.54
H -3.60 2.28 -0.91
*
```

Calculated values
Kohn-Sham gap   0.3473 hartree
Structure (SMILES)   O=C(Nc1ccccc1C(=O)N1CCCCCC1)c1ccccc1
ΔE to the lowest compared entry with this formula, charge and spin   13.8 kcal/mol
Molar mass   322.41 g/mol
Highest occupied orbital energy   -8.742 eV

These are the natural (NBO) partial charges, in e, on atoms 1 to 2:
1 O -0.621
2 C 0.699

Record 2
Entry from the Open Molecules 2025 dataset: a molecular structure, C34H59O14Y (ωB97M-V with the def2-TZVPD basis set).

```
! RIJCOSX wB97M-V def2-TZVPD def2/J DEFGRID3
* xyz 2 1
Y -1.97 -0.90 -3.43
C 0.50 -0.37 0.35
C -0.19 0.53 -0.66
O -0.81 -0.19 -1.70
H 0.95 0.16 1.19
H 1.29 -0.97 -0.12
H -0.14 -1.12 0.83
H 0.49 1.32 -1.01
H -0.95 1.13 -0.13
C 5.52 -1.58 0.94
C 4.09 -1.07 0.89
C 4.06 0.04 1.96
O 5.40 0.23 2.37
C 6.26 -0.32 1.40
H 5.87 -2.08 0.04
H 5.64 -2.31 1.74
H 3.29 -1.80 1.06
H 3.90 -0.61 -0.09
H 3.48 -0.22 2.85
H 3.60 0.96 1.57
H 7.28 -0.51 1.72
H 6.40 0.39 0.56
C 0.06 -5.44 1.13
C -1.04 -5.57 2.17
C -0.80 -4.34 3.07
O -0.24 -3.36 2.20
C 0.22 -3.93 0.98
H -0.13 -5.97 0.19
H 0.97 -5.87 1.54
H -1.02 -6.50 2.73
H -2.05 -5.46 1.77
H -0.15 -4.60 3.91
H -1.74 -3.92 3.42
H 1.24 -3.62 0.76
H -0.47 -3.60 0.18
C 2.79 3.48 0.81
C 2.52 4.77 0.03
C 1.00 4.75 -0.10
O 0.55 3.92 0.98
C 1.67 3.59 1.83
H 3.81 3.53 1.20
H 2.65 2.59 0.20
H 3.02 4.84 -0.94
H 2.88 5.61 0.63
H 0.66 4.27 -1.01
H 0.55 5.74 0.00
H 1.47 2.63 2.30
H 1.80 4.37 2.57
O -3.64 -1.21 -1.76
C -3.97 -1.88 -0.77
O -4.71 -2.93 -0.91
C -4.78 -3.70 0.35
C -4.42 -2.67 1.41
C -3.58 -1.62 0.68
H -4.09 -4.52 0.20
H -5.78 -4.11 0.44
H -3.96 -3.13 2.28
H -5.31 -2.17 1.80
H -2.50 -1.73 0.78
H -3.87 -0.60 0.89
O 0.43 -1.32 -4.09
C 1.41 -2.01 -3.85
O 2.22 -2.33 -4.81
C 3.39 -3.01 -4.30
C 2.97 -3.53 -2.93
C 1.88 -2.54 -2.52
H 4.25 -2.35 -4.22
H 3.63 -3.86 -4.94
H 3.79 -3.60 -2.22
H 2.51 -4.51 -3.00
H 2.29 -1.65 -2.02
H 1.05 -2.90 -1.92
O -6.67 3.71 0.47
C -5.56 3.47 0.16
O -5.00 2.26 0.44
C -3.60 2.23 0.15
C -3.23 3.61 -0.43
C -4.56 4.36 -0.54
H -3.45 1.44 -0.59
H -2.99 2.02 1.03
H -2.74 3.56 -1.41
H -2.48 4.11 0.18
H -4.88 4.54 -1.57
H -4.53 5.30 0.01
O 1.07 1.05 4.14
C -0.04 0.62 4.23
O -0.36 -0.22 5.23
C -1.73 -0.62 5.19
C -2.23 -0.27 3.81
C -1.27 0.84 3.33
H -2.28 -0.12 6.00
H -1.79 -1.68 5.44
H -3.25 0.11 3.83
H -2.19 -1.13 3.12
H -1.64 1.84 3.54
H -0.99 0.69 2.29
O -0.97 0.98 -4.57
C -0.35 2.03 -4.76
O 0.29 2.24 -5.87
C 0.88 3.57 -5.89
C 0.79 4.07 -4.44
C -0.39 3.27 -3.91
H 0.32 4.21 -6.56
H 1.91 3.50 -6.22
H 0.65 5.14 -4.40
H 1.67 3.77 -3.87
H -1.38 3.71 -4.13
H -0.40 3.02 -2.86
*
```

Calculated values
Kohn-Sham gap   0.2029 hartree
ΔE to the lowest compared entry with this formula, charge and spin   32.1 kcal/mol
Molar mass   780.74 g/mol
Highest occupied orbital energy   -12.858 eV

These are the Löwdin partial charges, in e, on atoms 1 to 2:
1 Y 1.944
2 C -0.065

Record 3
Entry from the Open Molecules 2025 dataset: a molecular structure, C25H16ClF5N2O2Pt (ωB97M-V with the def2-TZVPD basis set).

```
! RIJCOSX wB97M-V def2-TZVPD def2/J DEFGRID3
* xyz 0 1
Pt 0.65 0.58 0.05
Cl 7.01 3.72 -0.95
C 5.65 2.74 -0.48
C 5.85 1.39 -0.16
C 4.79 0.60 0.20
C 3.47 1.11 0.27
O 2.54 0.31 0.69
C 3.29 2.49 -0.04
C 2.03 3.17 0.01
N 0.90 2.61 0.27
C -0.32 3.31 0.26
C -0.50 4.63 0.60
C -1.78 5.21 0.50
C -2.85 4.49 0.07
C -2.70 3.12 -0.27
C -3.76 2.30 -0.72
C -3.52 1.00 -1.04
C -2.22 0.48 -0.88
N -1.23 1.20 -0.42
C -1.43 2.53 -0.15
C 4.40 3.28 -0.42
H 6.85 0.98 -0.21
H 4.93 -0.44 0.45
H 2.04 4.23 -0.23
H 0.34 5.21 0.96
H -1.90 6.25 0.77
H -3.83 4.94 -0.01
H -4.76 2.72 -0.81
H -4.30 0.35 -1.41
H -1.99 -0.56 -1.10
H 4.25 4.32 -0.67
F 0.42 -1.07 -2.67
C 0.49 -1.91 -1.61
C 0.54 -1.40 -0.33
C 0.59 -2.34 0.68
F 0.63 -1.95 1.97
C 0.56 -3.70 0.45
F 0.58 -4.58 1.46
C 0.49 -4.17 -0.85
F 0.46 -5.48 -1.10
C 0.46 -3.26 -1.90
F 0.39 -3.71 -3.16
C -3.96 -2.75 2.23
C -3.18 -2.69 0.93
C -3.57 -3.60 -0.21
O -2.26 -1.92 0.81
H -4.74 -3.51 2.23
H -4.40 -1.77 2.42
H -3.25 -2.95 3.04
H -4.46 -4.19 -0.01
H -2.73 -4.27 -0.41
H -3.72 -3.00 -1.11
*
```

Calculated values
Kohn-Sham gap   0.2491 hartree
ΔE to the lowest compared entry with this formula, charge and spin   0.0 kcal/mol
Molar mass   701.94 g/mol
Highest occupied orbital energy   -7.838 eV

These are the natural (NBO) partial charges, in e, on atoms 1 to 2:
1 Pt 0.785
2 Cl -0.010

Record 4
Entry from the Open Molecules 2025 dataset: C4H4OS in the gas phase (ωB97M-V with the def2-TZVPD basis set).

```
! RIJCOSX wB97M-V def2-TZVPD def2/J DEFGRID3
* xyz 0 1
C 1.82 1.22 -1.52
C 1.24 0.43 -0.80
C 0.66 -0.65 -0.05
O 0.92 -1.76 -0.32
C -0.20 -0.25 1.11
S -1.84 0.44 0.58
H 2.25 1.96 -2.17
H -0.33 -1.25 1.66
H 0.33 0.46 1.64
H -1.22 1.46 -0.16
*
```

Calculated values
Kohn-Sham gap   0.3537 hartree
Structure (SMILES)   C#CC(=O)CS
ΔE to the lowest compared entry with this formula, charge and spin   54.5 kcal/mol
Molar mass   100.14 g/mol
Highest occupied orbital energy   -9.538 eV

These are the natural (NBO) partial charges, in e, on atoms 1 to 2:
1 C -0.127
2 C -0.156

Record 5
Entry from the Open Molecules 2025 dataset: C10H18O2 in the gas phase (ωB97M-V with the def2-TZVPD basis set).

```
! RIJCOSX wB97M-V def2-TZVPD def2/J DEFGRID3
* xyz 0 1
O -2.36 1.12 -1.27
O -1.54 0.58 -0.17
C -0.19 0.25 -0.52
C 0.56 1.57 -0.84
C 0.60 2.50 0.39
C 1.14 1.83 1.67
C 0.47 0.45 1.93
C 0.48 -0.45 0.70
C -0.12 -1.86 1.02
C -0.16 -2.66 -0.28
C -0.82 -2.01 -1.46
C -0.12 -0.67 -1.77
H -2.92 1.86 -0.97
H 1.59 1.32 -1.08
H 0.11 2.01 -1.73
H -0.42 2.87 0.58
H 1.24 3.36 0.15
H 2.23 1.74 1.51
H 1.00 2.51 2.52
H 0.93 -0.03 2.79
H -0.56 0.61 2.24
H 1.54 -0.64 0.49
H 0.51 -2.38 1.73
H -1.15 -1.83 1.36
H -0.62 -3.64 -0.11
H 0.86 -2.92 -0.63
H -0.76 -2.66 -2.35
H -1.91 -1.82 -1.25
H -0.55 -0.14 -2.63
H 0.92 -0.90 -2.04
*
```

Calculated values
Kohn-Sham gap   0.3749 hartree
Structure (SMILES)   OO[C@]12CCCC[C@@H]1CCCC2
ΔE to the lowest compared entry with this formula, charge and spin   59.8 kcal/mol
Molar mass   170.25 g/mol
Highest occupied orbital energy   -9.401 eV

These are the natural (NBO) partial charges, in e, on atoms 1 to 2:
1 O -0.477
2 O -0.306

Record 6
Entry from the Open Molecules 2025 dataset: 2 unconnected molecules or ions with the total composition C3H10N2O (ωB97M-V with the def2-TZVPD basis set).

```
! RIJCOSX wB97M-V def2-TZVPD def2/J DEFGRID3
* xyz 0 1
C -2.22 0.47 -0.02
C -1.39 1.40 0.43
N -0.20 1.75 -0.24
H -3.13 0.25 0.52
H -1.99 -0.13 -0.89
H -1.61 1.95 1.34
H -0.39 1.86 -1.23
H 0.12 2.67 0.09
N 0.64 -1.50 1.04
C 1.02 -1.57 -0.33
O 1.84 -0.52 -0.84
H 1.42 -1.44 1.67
H -0.01 -0.74 1.20
H 1.60 -2.47 -0.51
H 0.11 -1.62 -0.95
H 1.45 0.34 -0.64
*
```

Calculated values
Kohn-Sham gap   0.3688 hartree
Structure (SMILES)   C=CN.NCO
ΔE to the lowest compared entry with this formula, charge and spin   32.3 kcal/mol
Molar mass   90.13 g/mol
Highest occupied orbital energy   -9.199 eV

These are the natural (NBO) partial charges, in e, on atoms 1 to 2:
1 C -0.482
2 C -0.019

Record 7
Entry from the Open Molecules 2025 dataset: 2 unconnected molecules or ions with the total composition C3H10NO2S (ωB97M-V with the def2-TZVPD basis set).

```
! RIJCOSX wB97M-V def2-TZVPD def2/J DEFGRID3
* xyz 2 2
O -1.33 2.89 -0.31
C -2.34 3.42 -0.67
O -3.22 2.82 -1.47
H -2.64 4.40 -0.28
H -3.87 3.50 -1.72
C 1.56 -2.24 1.43
C 1.58 -1.77 -0.05
S 0.49 -0.34 -0.23
N 2.27 -3.57 1.52
H 0.52 -2.43 1.69
H 2.01 -1.57 2.15
H 1.13 -2.56 -0.67
H 2.59 -1.59 -0.42
H 0.47 -0.28 -1.58
H 2.22 -3.93 2.48
H 3.27 -3.54 1.28
H 1.84 -4.26 0.91
*
```

Calculated values
Kohn-Sham gap (alpha / beta)   0.2929 / 0.1072 hartree
ΔE to the lowest compared entry with this formula, charge and spin   0.0 kcal/mol
Molar mass   124.18 g/mol
Highest occupied orbital energy (alpha / beta)   -15.843 / -15.844 eV

These are the natural (NBO) partial charges, in e, on atoms 1 to 2:
1 O -0.619
2 C 0.655

Record 8
Entry from the Open Molecules 2025 dataset: a gas-phase ion, C2H6NO2 (charge +1) (ωB97M-V with the def2-TZVPD basis set).

```
! RIJCOSX wB97M-V def2-TZVPD def2/J DEFGRID3
* xyz 1 1
N -0.93 -0.47 -0.77
C 0.05 0.23 0.39
O -0.81 0.67 1.30
C 1.44 -0.17 0.35
O 0.92 0.92 -0.31
H -1.79 -0.04 -0.61
H -1.06 -1.48 -0.63
H -0.63 -0.28 -1.66
H -0.99 1.56 0.97
H 2.02 -0.04 1.28
H 1.77 -0.89 -0.30
*
```

Calculated values
Kohn-Sham gap   0.4787 hartree
Structure (SMILES)   [NH3+][C@@]1(O)CO1
ΔE to the lowest compared entry with this formula, charge and spin   60.6 kcal/mol
Molar mass   76.07 g/mol
Highest occupied orbital energy   -16.794 eV

These are the natural (NBO) partial charges, in e, on atoms 1 to 2:
1 N -0.736
2 C 0.647

These records have calculated total energy values of -1035.3586, -2422.1646, -2301.1189, -628.1481, -542.2245, -305.0232, -722.9954, -284.7072 Eh, in the order they appear.